Here is a gas-phase ion, C4H9N4O2 (charge +1) from the OMol25 dataset. Energies are from ωB97M-V with the def2-TZVPD basis set.

Geometry as XYZ:
```
19
Properties=species:S:1:pos:R:3:forces:R:3
C 0.1404 2.0120 1.4101 0.89 2.28 3.87
C 0.0171 0.9240 0.4959 1.78 0.29 -3.01
N -1.0749 0.0933 0.5236 -3.78 0.78 1.24
C -1.4255 -0.6559 -0.7055 -1.22 0.33 1.02
N -0.1830 -1.2586 -1.0828 1.31 -1.41 2.05
N 0.5315 -0.8103 -2.2606 -1.20 0.11 3.02
O -0.1797 -0.3679 -3.0733 -1.00 0.79 -2.49
O 1.7050 -0.9012 -2.1801 1.83 -0.28 -0.67
C 0.6608 -1.4133 0.1888 -1.40 -0.03 -2.47
N 0.1181 -0.4095 1.1169 2.17 -0.04 -1.24
H -0.6941 2.1704 2.1373 0.29 -0.60 -0.80
H 0.3434 3.0267 1.0424 0.10 -0.63 -0.49
H 1.0167 1.7324 2.0862 -0.74 0.77 -0.78
H 0.5938 1.0243 -0.4817 -0.64 -0.32 1.30
H -1.7765 0.0780 -1.4449 0.23 -0.21 0.16
H -2.3562 -1.2569 -0.3795 1.94 0.06 -0.93
H 0.4046 -2.3594 0.5666 0.18 -1.30 0.68
H 1.6837 -1.2523 -0.0585 0.76 -0.13 0.04
H 0.4748 -0.3759 2.0992 -1.52 -0.45 -0.52
```
Forces are in eV/Å.

Values from the calculation:
calculated total energy: -14335.7614 eV
net charge: +1
frontier orbital gap: 11.716 eV
maximum force: 4.58 eV/Å
SMILES: C[C@@H]1N2CN([N+](=O)[O-])C[N@@H+]12
highest occupied orbital energy: -15.209 eV

Mulliken population analysis, charges in e, atoms 1 to 8: C -1.465; C 0.770; N -0.272; C -0.496; N -0.184; N 1.233; O -0.575; O -0.578